Density functional theory data (wB97M-V/def2-TZVPD) for a structure of composition C2H3N3OS at a distorted geometry.

multiplicity: 3
total charge: 0
strongest force on any atom: 0.0655 Eh/bohr
energy relative to the best compared isomer or geometry (same formula, charge and spin): 64.5 kJ/mol
highest occupied orbital energy (spin up / spin down): -8.823 / -9.520 eV

CARTESIAN COORDINATES (ANGSTROEM)
H  -0.306  2.072  0.356
S  3.331  0.103  0.275
C  0.130  0.072  0.347
C  -1.781  -0.540  0.368
H  3.847  -0.632  -0.937
N  -1.872  0.767  0.360
O  2.128  0.871  -0.107
N  -0.555  -1.023  0.392
H  -2.647  -1.183  0.313
N  -0.641  1.163  0.263

***

Density functional theory data (wB97M-V/def2-TZVPD) for a structure of composition C46H52BrNO2Sb2Si2V at a distorted geometry.

multiplicity: 4
total charge: 0
strongest force on any atom: 0.0822 Eh/bohr
energy relative to the best compared isomer or geometry (same formula, charge and spin): 385.4 kJ/mol
highest occupied orbital energy (spin up / spin down): -7.326 / -7.433 eV

CARTESIAN COORDINATES (ANGSTROEM)
C  2.810  0.181  1.737
H  5.722  -0.576  0.251
O  -1.179  -1.984  3.580
C  -0.690  6.904  -2.943
Si  3.520  -1.463  1.229
H  -1.880  3.080  0.769
H  0.668  6.077  -4.433
H  -0.046  1.148  1.999
H  3.428  4.875  3.723
H  1.903  -0.043  2.332
H  2.035  -3.108  2.432
H  1.189  0.961  -2.840
Si  2.907  -0.644  -1.892
H  1.782  3.445  2.610
C  -6.063  -2.393  0.738
C  3.858  -1.609  -3.227
H  -2.808  -7.217  2.066
C  2.391  -4.150  -0.906
H  -1.971  0.378  3.297
H  -5.896  2.666  -1.715
H  -3.132  -4.531  1.666
Sb  -1.972  -0.469  0.670
H  4.401  6.603  -0.116
H  3.469  -3.958  1.820
C  0.191  5.941  -3.454
C  -6.098  -3.122  -0.477
H  5.025  0.646  -1.296
C  -2.126  -6.444  2.400
C  -4.206  -1.834  -1.207
H  3.525  0.673  2.418
C  -0.494  -4.727  3.739
C  2.682  5.319  -0.084
H  5.666  -2.458  0.319
C  -0.885  -6.916  2.984
C  3.286  5.013  2.631
H  4.092  1.421  -2.504
H  1.868  -6.098  -1.577
C  3.729  6.035  0.504
H  6.054  -1.485  1.694
O  -1.954  -2.475  1.456
C  -1.412  6.683  -1.735
H  -1.152  0.923  -2.041
C  -0.444  -3.623  -1.089
C  -2.233  1.241  -1.951
H  -2.152  7.380  -1.440
H  -0.892  7.796  -3.568
C  1.811  -2.891  -0.617
C  -5.046  -1.502  0.996
C  -0.236  4.578  -1.501
C  -0.148  -6.090  3.770
C  -4.306  1.561  -0.708
C  -3.980  -1.350  0.091
C  -1.530  -2.743  2.662
C  3.903  6.002  1.916
C  1.230  -0.119  -2.667
Br  -0.207  -8.604  2.482
C  -0.925  3.045  1.337
C  -4.178  2.334  -2.977
H  -0.586  -5.688  -1.546
C  -4.880  2.228  -1.793
H  3.453  -4.450  -0.968
C  -2.126  0.948  2.354
C  1.955  4.377  0.647
N  0.443  -2.717  -0.604
H  3.425  -2.595  -3.460
C  -0.886  1.854  2.259
C  -5.204  -2.750  -1.487
H  -0.625  2.157  3.279
V  0.550  -0.853  -0.392
C  3.104  -2.989  2.226
H  -2.202  2.067  -3.909
H  -6.838  -3.899  -0.670
H  0.719  -6.547  4.240
H  -1.713  5.353  -0.148
H  -3.576  -1.415  -1.978
H  0.274  -0.385  -2.102
H  3.525  1.456  -0.727
H  0.167  -3.956  4.194
H  2.438  0.853  0.924
H  1.151  -0.595  -3.638
H  -4.575  2.788  -3.919
H  1.024  4.017  -3.115
C  -2.308  -5.080  2.212
C  2.570  -1.633  -0.303
H  -6.909  -2.525  1.429
H  -5.071  -0.931  1.951
C  -1.456  -4.229  2.877
H  3.820  -1.029  -4.190
C  -2.982  1.034  -0.827
C  -1.138  5.531  -1.045
C  4.000  0.841  -1.550
C  1.494  -5.117  -1.322
H  -0.691  3.982  1.860
H  -5.227  -3.219  -2.436
C  0.085  -4.867  -1.382
H  2.386  5.646  -1.059
C  2.320  4.180  1.977
H  -1.501  -3.383  -1.100
H  -4.867  1.462  0.256
H  4.571  6.691  2.398
C  -2.861  1.900  -3.047
C  5.379  -1.477  0.823
H  4.922  -1.837  -2.972
C  0.338  4.767  -2.739
H  3.644  -2.781  3.133
H  -3.064  1.497  2.343
Sb  0.624  3.035  -0.309

***

Density functional theory data (wB97M-V/def2-TZVPD) for a cluster of 2 separate species, C18H26N4O8P2S2 in total at a distorted geometry.

multiplicity: 1
total charge: 0
strongest force on any atom: 0.0846 Eh/bohr
highest occupied orbital energy: -6.751 eV

CARTESIAN COORDINATES (ANGSTROEM)
O  0.812  2.565  -0.430
O  2.811  1.391  -3.844
C  0.158  0.550  -1.833
C  -3.746  -3.440  1.187
H  -1.951  1.524  2.114
H  -2.183  -1.330  1.069
O  2.139  -0.271  0.181
H  1.319  0.561  2.612
C  2.539  0.775  -0.729
H  6.042  -3.543  2.181
H  -2.077  -0.757  2.799
H  3.270  1.513  -0.295
H  -3.481  -5.366  -0.907
C  4.557  -0.523  0.926
H  4.801  0.546  0.735
H  1.918  -2.835  0.681
H  -2.946  1.264  0.549
H  -0.053  3.396  -3.082
H  2.253  0.954  -4.521
H  -0.291  -0.188  0.745
O  0.488  7.117  -1.000
C  3.951  -3.359  1.443
H  -4.345  -0.027  2.949
C  1.280  1.539  -1.301
O  0.587  3.007  -3.716
P  1.043  1.926  2.286
H  -0.730  2.877  0.887
C  2.944  -2.450  0.910
H  6.613  -1.065  1.714
C  3.215  -1.023  0.652
C  5.588  -1.430  1.465
S  -2.582  -4.410  1.824
C  -4.638  -2.595  -2.302
H  0.156  2.400  3.318
H  -4.722  -1.258  -0.506
P  1.949  2.467  -2.868
H  -4.690  -0.105  1.194
H  -5.014  -1.869  -3.050
H  3.101  0.272  -1.577
C  0.037  2.074  0.666
O  2.244  2.824  2.309
N  -4.006  -3.384  -0.216
C  -3.862  -4.367  -1.226
C  5.289  -2.843  1.744
H  -1.813  -0.010  -1.273
C  -4.113  -0.617  2.019
S  -4.742  -2.349  2.296
O  0.475  5.095  -1.765
C  -4.488  -2.265  -0.909
H  -1.531  1.644  -1.302
H  0.486  -0.519  -1.681
N  1.041  6.013  -1.116
H  3.653  -4.423  1.622
C  -0.778  0.753  0.380
N  -1.125  0.726  -1.069
H  -0.092  0.676  -2.923
N  -4.208  -3.941  -2.444
C  -2.556  -0.559  1.798
C  -2.141  0.870  1.224
O  2.146  5.805  -0.594

***

Density functional theory data (wB97M-V/def2-TZVPD) for a structure of composition C3H5NS at a distorted geometry.

multiplicity: 1
total charge: 0
strongest force on any atom: 0.1478 Eh/bohr
energy relative to the best compared isomer or geometry (same formula, charge and spin): 319.7 kJ/mol
highest occupied orbital energy: -7.580 eV

CARTESIAN COORDINATES (ANGSTROEM)
H  2.670  1.560  -0.362
H  -1.600  -0.985  -0.865
C  1.862  1.038  0.101
H  -0.361  1.448  -0.923
C  -1.305  -0.889  0.149
N  0.013  -0.293  0.246
S  1.656  -0.751  0.717
C  0.319  0.914  -0.305
H  -1.336  -1.838  0.565
H  -1.918  -0.205  0.677

***

Density functional theory data (wB97M-V/def2-TZVPD) for a structure of composition C31H55NdO6Si at a distorted geometry.

multiplicity: 4
total charge: 0
strongest force on any atom: 0.0899 Eh/bohr
highest occupied orbital energy (spin up / spin down): -7.687 / -7.680 eV

CARTESIAN COORDINATES (ANGSTROEM)
C  1.111  0.755  -2.229
C  2.347  -0.740  4.797
H  1.463  -1.311  5.105
H  -5.392  4.411  -0.508
H  -2.259  -1.019  -2.780
O  -5.154  0.270  -3.702
H  -1.364  5.758  -0.725
C  -3.182  4.604  -0.423
C  0.323  -3.764  1.159
Nd  -0.902  1.784  -0.386
H  -1.450  -3.707  2.383
C  -4.077  -1.912  -3.624
C  -3.459  5.002  1.025
H  -3.965  2.693  -2.413
C  -3.753  0.454  -3.433
H  -1.417  -4.609  0.196
C  1.061  3.020  -1.785
C  0.149  1.345  -3.091
H  -4.674  2.284  -0.738
H  -2.137  5.208  -2.217
H  -4.003  4.189  1.519
H  3.903  -3.764  0.905
H  3.126  -0.923  5.555
C  -1.531  2.592  2.060
H  -3.677  0.753  -2.353
H  4.540  -0.779  2.152
Si  1.592  -1.252  0.855
H  3.993  0.612  3.111
H  2.109  0.327  4.801
H  5.680  -0.928  -0.567
H  3.462  -3.091  2.592
C  -2.328  5.576  -1.203
H  1.260  3.972  0.861
C  -0.566  -3.088  2.191
H  4.604  -0.666  -1.970
C  4.605  -3.082  0.420
H  -2.401  -0.828  -4.570
H  -1.132  4.617  1.002
O  1.821  -0.842  2.447
C  3.901  -2.144  -0.543
C  -0.822  3.667  1.422
H  4.875  -0.716  3.912
H  5.173  -2.535  1.179
H  -5.678  -1.237  -2.388
O  0.409  -0.352  0.261
H  -0.392  0.806  -3.871
H  -4.063  5.925  0.994
H  1.404  -0.296  -2.230
C  3.092  -2.969  -1.526
C  3.069  -2.686  3.527
H  -3.376  1.292  -4.033
H  -0.875  -3.069  -0.509
O  -2.715  3.153  -0.627
O  1.406  -2.893  0.821
H  3.784  -3.592  -2.109
H  1.559  -4.924  2.551
H  5.323  -3.696  -0.145
C  0.523  3.301  1.288
C  -5.403  -1.132  -3.452
H  -6.245  -1.493  -4.060
H  1.646  1.541  1.968
H  -4.652  4.953  -2.102
H  2.405  -3.636  -1.001
C  -2.955  -0.852  -3.623
C  1.672  1.785  -1.422
H  2.156  -3.229  3.795
H  2.520  -2.356  -2.228
C  5.008  -1.413  -1.283
H  -2.591  2.549  2.320
C  -0.591  1.551  2.305
H  -2.582  5.265  1.629
C  0.679  2.011  1.843
C  -0.531  -4.018  -0.078
H  3.817  -2.877  4.315
H  0.034  -4.572  -0.836
H  -2.876  6.526  -1.282
H  -4.064  -2.474  -4.557
H  -0.920  -2.120  1.816
H  -0.785  0.603  2.812
H  1.628  -5.489  0.879
H  5.615  -2.118  -1.871
O  3.090  -1.144  0.138
C  -4.514  4.394  -1.161
H  -3.945  -2.601  -2.787
C  0.121  2.748  -2.825
C  -4.067  2.967  -1.348
H  2.479  1.656  -0.703
H  -0.040  -2.933  3.138
C  4.141  -0.474  3.124
C  0.957  -5.070  1.645
H  1.315  4.005  -1.392
H  -0.444  3.486  -3.399
C  2.834  -1.190  3.430
H  0.166  -5.803  1.862